{
  "formula": "C38H40BClF5IO6S2",
  "method": "ωB97M-V/def2-TZVPD",
  "homo_energy_ha": -0.33584,
  "multiplicity": 1,
  "species": ["C", "C", "B", "O", "C", "C", "Cl", "S", "O", "O", "O", "C", "I", "C", "S", "O", "O", "C", "F", "F", "C", "F", "F", "F", "H", "H", "H", "H", "H", "H", "H", "H", "H", "H", "C", "C", "C", "C", "C", "C", "H", "H", "H", "H", "H", "H", "C", "C", "C", "C", "C", "C", "H", "H", "H", "H", "H", "H", "C", "C", "C", "C", "C", "C", "H", "H", "H", "H", "H", "H", "C", "C", "C", "C", "C", "C", "H", "H", "H", "H", "H", "H", "C", "C", "C", "C", "C", "C", "H", "H", "H", "H", "H", "H"],
  "positions_angstrom": [[-4.93251, 0.73734, -3.44834], [-4.63363, -0.73845, -4.00230], [-3.31233, -1.44254, -3.31375], [-3.42792, -2.83603, -3.04583], [-2.05753, -0.47562, -2.97698], [-1.59772, 0.36993, -4.28318], [-1.26363, 2.09172, -3.67339], [-0.01353, -0.20277, -5.05361], [0.72191, 1.04868, -5.48348], [-0.26143, -0.97040, -6.33520], [1.00556, -0.98066, -3.98733], [0.29554, -1.85316, -3.06235], [-0.30121, -3.62698, -4.15226], [-0.82750, -1.12699, -2.18871], [-1.35279, -2.11328, -0.68027], [-1.46487, -3.57771, -0.93545], [-2.59370, -1.52661, -0.04368], [-0.02110, -1.93533, 0.65499], [1.24163, -1.62615, 0.13468], [-0.42521, -0.78545, 1.40766], [0.00670, -3.16721, 1.69117], [-1.23148, -3.70543, 1.98139], [0.57512, -2.67094, 2.89804], [0.92790, -4.12298, 1.23492], [-6.07063, 0.86587, -3.44969], [-4.57392, 0.91816, -2.38896], [-4.50426, 1.49685, -4.19518], [-5.53624, -1.43660, -3.94883], [-4.36044, -0.62839, -5.11741], [-4.06741, -3.19793, -3.69990], [-2.47505, 0.33098, -2.27018], [-2.39557, 0.43643, -5.08144], [1.09819, -2.19765, -2.31676], [-0.28288, -0.22513, -1.71082], [1.20050, 0.64515, 6.28119], [0.97266, 0.20057, 4.98301], [-0.31260, -0.14879, 4.58049], [-1.37210, -0.04252, 5.47679], [-1.14471, 0.40550, 6.77390], [0.14186, 0.74526, 7.17774], [2.20353, 0.91380, 6.59454], [1.79859, 0.12522, 4.28347], [-0.48784, -0.50042, 3.57277], [-2.37556, -0.30927, 5.16319], [-1.97163, 0.48922, 7.47109], [0.31961, 1.08938, 8.19061], [-6.46526, 2.14150, 1.28939], [-5.30555, 1.84963, 0.57922], [-4.69850, 2.83210, -0.19630], [-5.24593, 4.10981, -0.25410], [-6.40358, 4.40250, 0.45909], [-7.01590, 3.41768, 1.22745], [-6.94030, 1.37459, 1.89136], [-4.87453, 0.85484, 0.62956], [-3.79742, 2.60244, -0.75542], [-4.76985, 4.87703, -0.85499], [-6.82954, 5.39916, 0.41538], [-7.92142, 3.64481, 1.77900], [5.76886, 4.13423, -4.51633], [5.90616, 2.78217, -4.21982], [4.80611, 1.93481, -4.30676], [3.56965, 2.43807, -4.70001], [3.43360, 3.78954, -5.00003], [4.53154, 4.63870, -4.90427], [6.62598, 4.79533, -4.44520], [6.87168, 2.38821, -3.91988], [4.91221, 0.88180, -4.06906], [2.71273, 1.77706, -4.77270], [2.47006, 4.18149, -5.30819], [4.42354, 5.69327, -5.13309], [-3.03915, -6.50273, 6.47543], [-1.92250, -5.85260, 5.96066], [-2.01669, -5.14696, 4.76566], [-3.23178, -5.08336, 4.08972], [-4.34919, -5.73062, 4.60682], [-4.25234, -6.44381, 5.79709], [-2.96433, -7.05561, 7.40552], [-0.97729, -5.89654, 6.49106], [-1.14436, -4.64601, 4.36160], [-3.30723, -4.52940, 3.16052], [-5.29662, -5.67972, 4.08084], [-5.12243, -6.95273, 6.19694], [9.33279, 1.60339, 0.85518], [10.45508, 2.25681, 0.35683], [10.37388, 2.96961, -0.83483], [9.16688, 3.03703, -1.52363], [8.04374, 2.38669, -1.02342], [8.12724, 1.66629, 0.16358], [9.39731, 1.04490, 1.78269], [11.39434, 2.20981, 0.89744], [11.25067, 3.47347, -1.22653], [9.10213, 3.59693, -2.45051], [7.10235, 2.44086, -1.55979], [7.25277, 1.15489, 0.55047]]
}


{
  "formula": "C38H40ClF3N4O2PSe2V",
  "method": "ωB97M-V/def2-TZVPD",
  "total_charge": -1,
  "homo_energy_ha": [-0.13912, -0.11693],
  "multiplicity": 2,
  "s2": 0.770,
  "de_lowest_kcal_mol": 0.0,
  "species": ["V", "O", "C", "C", "C", "O", "C", "Se", "C", "Se", "H", "H", "H", "H", "H", "H", "H", "H", "H", "H", "Cl", "C", "C", "C", "C", "C", "C", "P", "C", "C", "C", "C", "C", "C", "C", "C", "C", "C", "C", "C", "H", "H", "H", "H", "H", "H", "H", "H", "H", "H", "H", "H", "H", "H", "C", "N", "C", "N", "C", "N", "C", "N", "C", "C", "H", "H", "H", "H", "H", "H", "H", "H", "H", "H", "H", "H", "F", "C", "F", "F", "C", "C", "C", "C", "C", "C", "C", "C", "H", "H", "H", "H"],
  "positions_angstrom": [[-0.90082, 0.28087, -0.19439], [-6.12848, -0.40289, -3.42623], [-5.97580, 0.26713, -2.16646], [-4.48938, 0.39352, -1.81030], [-3.71952, 0.86866, -3.05263], [-4.40153, 1.91238, -3.75468], [-4.44423, 1.46715, -0.72021], [-2.83099, 1.66202, 0.39074], [-4.01764, -0.98788, -1.32662], [-2.11315, -1.45746, -1.49430], [-7.02672, -0.73583, -3.48795], [-6.48101, -0.29256, -1.37195], [-6.42513, 1.26430, -2.22664], [-3.52795, 0.02406, -3.71795], [-2.75572, 1.27328, -2.74523], [-5.14118, 1.48857, -4.20445], [-5.27188, 1.31915, -0.01988], [-4.59737, 2.43663, -1.19955], [-4.54462, -1.75042, -1.90219], [-4.28867, -1.10206, -0.27579], [1.66751, -0.36549, -0.97439], [2.61426, 1.09428, -0.83484], [3.98593, 0.95863, -1.00708], [4.79646, 2.07350, -0.89108], [4.23494, 3.30945, -0.59845], [2.86656, 3.41937, -0.42701], [2.02211, 2.31295, -0.53909], [0.19285, 2.42987, -0.33861], [0.06294, 3.72910, 0.94973], [0.03865, 5.09508, 0.68067], [-0.04443, 6.01405, 1.71721], [-0.10255, 5.57352, 3.03219], [-0.08691, 4.21298, 3.30584], [-0.01289, 3.29312, 2.27053], [-0.23337, 3.33782, -1.88107], [0.59250, 3.30097, -3.00164], [0.17687, 3.85110, -4.20763], [-1.07076, 4.44467, -4.30936], [-1.90013, 4.49186, -3.19619], [-1.48634, 3.94492, -1.99308], [4.40274, -0.01501, -1.22704], [5.86628, 1.97408, -1.02310], [4.86400, 4.18488, -0.50147], [2.43332, 4.38296, -0.19196], [0.07040, 5.44497, -0.34459], [-0.06976, 7.07422, 1.49632], [-0.17138, 6.29021, 3.84148], [-0.14541, 3.86294, 4.32890], [-0.02485, 2.22773, 2.47498], [1.56522, 2.82820, -2.94621], [0.82939, 3.80235, -5.07084], [-1.40280, 4.85784, -5.25357], [-2.88583, 4.93266, -3.27089], [-2.14843, 3.95201, -1.13592], [-0.14821, -4.32848, -1.74326], [0.36709, -5.70646, -1.70322], [0.82380, -5.97079, -0.33662], [1.86225, -5.03309, 0.09945], [1.30997, -3.67277, 0.00656], [0.87217, -3.35253, -1.35445], [2.01250, -3.49856, -2.25605], [2.58681, -4.85115, -2.22418], [1.52432, -5.79270, -2.59122], [2.97977, -5.13359, -0.83940], [-0.99439, -4.24302, -1.06304], [-0.50059, -4.08942, -2.74756], [1.22246, -6.98792, -0.28569], [-0.02811, -5.89186, 0.34134], [2.07460, -2.95738, 0.31745], [0.45846, -3.57661, 0.68250], [2.78895, -2.78591, -1.97154], [1.68806, -3.27441, -3.27512], [1.92649, -6.80909, -2.55553], [1.20282, -5.57829, -3.61305], [3.75505, -4.42283, -0.54241], [3.39410, -6.14433, -0.79065], [3.91434, -2.66650, 7.64799], [2.58116, -2.47161, 7.67314], [2.33124, -1.63167, 8.70298], [2.03156, -3.65799, 8.02758], [2.04582, -1.95671, 6.37783], [0.75406, -1.44007, 6.33601], [0.22667, -0.98793, 5.14377], [0.97831, -1.03507, 3.95907], [2.27591, -1.55989, 4.02224], [2.80265, -2.01940, 5.21566], [0.43683, -0.56337, 2.73107], [-0.02941, -0.15824, 1.67431], [0.16355, -1.39194, 7.24241], [-0.77740, -0.58774, 5.10446], [2.86484, -1.59928, 3.11559], [3.80617, -2.42176, 5.24546]]
}


| no. | molar mass (g mol⁻¹) |
| --- | --- |
| 1 | 925.0 |
| 2 | 917.0 |